(1)
46
Properties=species:S:1:pos:R:3:mulliken_charge:R:1 method="wB97M-V/def2-TZVPD" charge=-1 orbital_gap_ev=7.39 max_force_ev_per_a=3.62 multiplicity=1
N 3.895 -0.932 0.961 -0.37
H 2.847 -1.023 1.103 0.12
H 4.166 -1.523 0.176 0.38
H 4.342 -1.377 1.762 0.39
H 4.216 0.020 0.824 0.36
N -3.620 1.669 -0.999 -0.30
H -4.235 1.411 -0.229 0.38
H -3.908 2.595 -1.300 0.38
H -3.642 0.969 -1.742 0.35
H -2.623 1.725 -0.584 0.18
N 0.252 0.486 -0.574 0.24
H -0.088 0.152 -1.473 0.34
H 0.712 -0.277 -0.064 0.07
H -0.477 1.055 -0.016 0.03
H 0.956 1.214 -0.740 0.52
S -1.194 2.763 1.419 1.09
O -1.375 2.301 -0.029 -0.95
O -2.387 3.508 1.784 -0.74
O -1.070 1.533 2.223 -0.77
O -0.004 3.646 1.502 -0.82
S 1.112 -2.886 0.951 1.27
O 0.219 -3.317 2.010 -0.69
O 0.515 -3.261 -0.359 -0.95
O 1.352 -1.406 1.073 -0.84
O 2.421 -3.561 1.075 -0.84
O -2.445 -0.677 -2.207 -0.65
H -2.261 -1.267 -1.442 0.41
H -2.642 -1.273 -2.933 0.29
O 0.321 -1.674 -2.509 -0.56
H 0.256 -2.411 -1.851 0.37
H 1.232 -1.712 -2.813 0.23
O 1.242 1.062 -4.591 -0.62
H 2.121 1.427 -4.458 0.31
H 1.295 0.158 -4.263 0.31
O -1.853 -2.086 0.162 -0.79
H -1.146 -2.787 0.126 0.39
H -2.601 -2.516 0.594 0.28
O 2.065 2.840 0.058 -0.68
H 2.876 3.033 0.534 0.27
H 1.347 2.945 0.750 0.45
O -1.813 -0.988 2.725 -0.73
H -1.890 -1.506 1.904 0.40
H -1.505 -0.096 2.441 0.46
O 1.346 0.801 3.207 -0.75
H 0.466 1.231 3.153 0.40
H 1.207 0.013 2.658 0.37

(2)
45
Properties=species:S:1:pos:R:3:mulliken_charge:R:1 method="wB97M-V/def2-TZVPD" relative_energy_kj_mol=39.1 charge=-1 orbital_gap_ev=8.17 max_force_ev_per_a=1.56 multiplicity=1
Na -0.605 1.190 3.562 0.94
S 0.035 0.008 0.263 0.32
O 1.132 -0.890 0.664 0.05
O -1.215 -0.807 0.312 -0.67
O -0.211 1.094 1.243 -0.69
O 0.285 0.600 -1.055 -0.72
O -0.527 3.701 3.363 -0.70
H 0.094 4.201 3.899 0.30
H -0.185 3.794 2.435 0.43
O -3.827 -2.122 0.066 -0.66
H -4.306 -1.996 -0.758 0.30
H -3.208 -1.383 0.088 0.30
O -0.358 -1.244 -4.562 -0.67
H -0.420 -1.508 -3.639 0.31
H -0.126 -0.300 -4.531 0.41
O -0.306 -3.192 -0.680 -0.70
H -0.564 -2.369 -0.219 0.40
H 0.528 -2.996 -1.124 0.39
O 0.505 1.248 -3.661 -0.75
H 0.545 1.001 -2.717 0.64
H 0.033 2.085 -3.665 0.28
O 0.713 3.668 0.912 -0.83
H 0.549 2.702 0.873 0.48
H 1.603 3.749 1.273 0.31
O -2.263 2.762 -0.050 -0.68
H -1.526 2.399 0.459 0.32
H -2.892 2.035 -0.104 0.35
O 2.839 1.662 -0.926 -0.66
H 1.928 1.309 -0.906 0.38
H 3.403 0.889 -0.851 0.28
O -1.758 -2.116 2.545 -0.75
H -1.422 -1.559 1.811 0.20
H -2.500 -2.585 2.148 0.35
O 1.337 -3.266 2.254 -0.69
H 0.381 -3.179 2.350 0.33
H 1.562 -2.580 1.610 0.37
O 3.290 -0.242 2.577 -0.73
H 3.740 -1.089 2.507 0.33
H 2.571 -0.312 1.929 0.31
O -2.514 -0.036 -1.956 -0.70
H -1.953 -0.393 -1.239 0.43
H -2.005 0.698 -2.312 0.33
O 2.432 -1.898 -1.512 -0.66
H 3.205 -1.414 -1.810 0.27
H 1.981 -1.321 -0.866 0.15

(3)
39
Properties=species:S:1:pos:R:3:mulliken_charge:R:1 method="wB97M-V/def2-TZVPD" relative_energy_kj_mol=299.8 orbital_gap_ev=10.55 max_force_ev_per_a=1.97 multiplicity=1
O 3.240 -1.374 0.349 -0.59
H 2.356 -1.101 0.103 0.27
H 3.913 -0.819 -0.043 0.28
O 1.661 0.763 3.440 -0.66
H 2.301 0.908 2.711 0.33
H 1.046 0.112 3.084 0.33
O 1.312 -4.086 -0.283 -0.60
H 1.993 -3.730 0.302 0.33
H 0.565 -3.547 0.001 0.24
O -0.342 -0.861 1.540 -0.53
H -1.160 -1.305 1.745 0.21
H -0.319 -1.028 0.586 0.24
O 2.305 2.072 0.336 -0.58
H 1.899 2.610 1.033 0.31
H 1.781 2.248 -0.455 0.27
O -0.937 1.700 2.142 -0.67
H -1.443 1.088 1.563 0.51
H -0.155 1.267 2.499 0.18
O -1.535 -0.322 -0.938 -0.58
H -1.038 0.261 -1.525 0.28
H -2.163 0.325 -0.540 0.38
O -2.381 2.334 -0.581 -0.67
H -1.699 2.171 -1.258 0.31
H -1.914 2.652 0.222 0.37
O -3.527 0.750 2.073 -0.63
H -4.327 0.898 1.568 0.31
H -3.092 1.567 2.392 0.34
O -2.108 -2.961 0.726 -0.60
H -1.256 -2.983 1.159 0.33
H -2.673 -2.209 0.900 0.30
O 1.900 1.987 -3.238 -0.56
H 1.699 1.448 -4.014 0.27
H 2.458 1.295 -2.837 0.30
O -0.500 1.513 -3.007 -0.58
H -0.190 1.052 -3.789 0.28
H -0.847 2.302 -3.445 0.24
O 1.057 -1.724 -2.144 -0.51
H 0.129 -1.948 -2.033 0.30
H 1.251 -1.861 -3.073 0.24

(4)
39
Properties=species:S:1:pos:R:3:mulliken_charge:R:1 method="wB97M-V/def2-TZVPD" relative_energy_kj_mol=763.2 orbital_gap_ev=9.55 max_force_ev_per_a=11.46 multiplicity=1
O -28.426 -45.850 -34.684 -0.64
H -27.583 -45.304 -34.507 0.32
H -28.375 -46.395 -33.977 0.30
O -24.142 -42.300 -34.556 -0.63
H -24.177 -41.725 -35.335 0.33
H -25.030 -42.321 -34.408 0.30
O -28.545 -39.251 -31.405 -0.58
H -29.342 -39.107 -32.058 0.37
H -28.712 -40.145 -31.584 0.20
O -26.665 -42.731 -34.983 -0.53
H -26.205 -43.519 -35.000 0.34
H -27.193 -42.734 -35.823 0.24
O -27.145 -40.324 -34.552 -0.64
H -27.783 -41.037 -34.301 0.20
H -26.615 -40.200 -33.706 0.37
O -30.211 -43.902 -34.927 -0.70
H -29.234 -44.314 -34.689 0.35
H -29.895 -43.564 -35.658 0.32
O -28.092 -41.914 -29.008 -0.67
H -29.069 -41.897 -29.412 0.39
H -27.981 -42.938 -28.991 0.29
O -26.956 -45.372 -31.199 -0.67
H -27.841 -45.807 -31.249 0.23
H -26.853 -44.467 -31.641 0.42
O -29.668 -41.170 -33.801 -0.37
H -30.069 -40.512 -34.108 0.21
H -30.406 -41.576 -33.471 0.28
O -27.597 -43.191 -32.069 -0.43
H -28.650 -43.116 -31.912 0.27
H -27.628 -42.783 -33.051 0.18
O -29.723 -42.163 -30.665 -0.60
H -30.414 -42.172 -31.424 0.35
H -29.827 -42.831 -30.031 0.24
O -25.055 -42.314 -31.044 -0.67
H -25.952 -42.617 -31.386 0.46
H -25.010 -41.681 -30.320 0.31
O -31.245 -42.526 -32.738 -0.74
H -30.886 -42.984 -33.574 0.35
H -32.131 -42.842 -32.641 0.27

(5)
39
Properties=species:S:1:pos:R:3:mulliken_charge:R:1 method="wB97M-V/def2-TZVPD" relative_energy_kj_mol=586.3 orbital_gap_ev=9.48 max_force_ev_per_a=9.52 multiplicity=1
O -2.950 -1.097 -0.397 -0.63
H -3.098 -0.357 -1.063 0.30
H -3.386 -1.824 -0.915 0.30
O -0.056 0.085 0.503 -0.43
H -0.255 -0.179 -0.450 0.69
H 0.798 -0.263 0.470 0.24
O -0.588 3.170 -0.092 -0.68
H -1.135 3.967 -0.040 0.30
H -0.867 2.544 0.536 0.30
O 1.278 0.534 -2.933 -0.77
H 0.382 0.282 -2.860 0.44
H 1.415 1.484 -2.965 0.30
O 2.798 1.827 1.086 -0.70
H 3.125 1.706 0.190 0.34
H 2.009 1.336 0.995 0.33
O -2.178 1.531 1.795 -0.62
H -1.834 0.766 2.082 0.33
H -1.591 2.124 2.150 0.31
O -1.287 -1.053 1.850 -1.03
H -2.055 -1.151 1.182 0.36
H -0.549 -0.669 1.504 0.57
O 1.982 -1.984 -2.046 -0.60
H 2.568 -2.290 -2.629 0.26
H 1.762 -1.044 -2.277 0.43
O 2.162 0.129 3.294 -0.65
H 2.393 -0.750 2.905 0.28
H 2.729 0.726 2.718 0.38
O -0.356 -0.436 -1.916 -0.79
H -0.814 -1.254 -2.103 0.34
H -1.069 0.206 -1.816 0.17
O 2.451 -1.067 0.658 -0.41
H 2.559 -1.931 0.882 0.22
H 3.008 -1.269 -0.021 0.13
O -2.296 1.573 -1.391 -0.53
H -2.397 1.825 -2.217 0.20
H -2.316 2.257 -0.759 0.23
O -0.420 -3.255 1.384 -0.68
H -0.836 -2.376 1.561 0.51
H -1.101 -3.817 1.161 0.21

(6)
39
Properties=species:S:1:pos:R:3:mulliken_charge:R:1 method="wB97M-V/def2-TZVPD" relative_energy_kj_mol=1056.3 orbital_gap_ev=6.66 max_force_ev_per_a=14.97 multiplicity=1
H 0.428 -1.263 0.451 0.11
H -0.042 0.060 -0.130 0.19
H -0.440 -1.591 -2.295 0.21
H 0.136 -0.216 -1.998 0.35
H -0.651 -0.519 1.934 0.39
H -1.128 0.901 1.675 0.21
H 0.917 -3.785 0.195 0.31
H 0.285 -5.123 0.544 0.29
H 1.862 -2.987 2.792 0.31
H 2.374 -2.576 1.421 0.30
H 1.371 1.064 0.973 0.45
H 2.817 1.518 0.854 0.20
H -0.672 -2.834 1.703 0.32
H 0.140 -2.127 2.775 0.28
H -1.172 3.089 -3.094 0.31
H -2.449 3.195 -2.277 0.27
H -2.645 2.049 0.964 0.31
H -3.221 2.044 -0.443 0.30
H 1.705 3.221 0.995 0.39
H 0.806 3.734 2.107 0.32
H -2.368 -3.222 -1.634 0.32
H -1.045 -3.395 -2.362 0.37
H 0.440 2.512 0.179 0.48
H 0.729 1.331 -0.734 0.34
H 0.009 2.396 -1.958 0.61
H 1.089 1.862 -2.884 0.31
O 0.755 -0.417 0.126 -0.68
O 0.208 -0.952 -2.615 -0.59
O -0.552 0.386 2.252 -0.61
O 0.817 -4.412 0.920 -0.60
O 2.619 -2.581 2.354 -0.59
O 2.029 1.344 0.326 -0.58
O -0.738 -2.483 2.598 -0.61
O -1.500 3.053 -2.188 -0.60
O -3.452 2.241 0.472 -0.63
O 0.992 3.845 1.168 -0.64
O -1.610 -3.812 -1.701 -0.62
O 0.971 2.252 -0.582 -0.72
O 0.185 2.198 -2.884 -0.76

(7)
39
Properties=species:S:1:pos:R:3:mulliken_charge:R:1 method="wB97M-V/def2-TZVPD" relative_energy_kj_mol=548.7 orbital_gap_ev=10.41 max_force_ev_per_a=10.75 multiplicity=1
O 6.617 -9.189 56.837 -0.59
H 7.269 -8.696 56.651 0.25
H 6.118 -8.525 57.329 0.27
O 0.592 -8.216 54.288 -0.63
H 1.307 -8.127 54.905 0.31
H 0.765 -8.942 53.762 0.29
O 3.468 -7.707 53.814 -0.64
H 4.300 -8.161 53.741 0.28
H 3.035 -7.973 52.829 0.34
O 3.096 -5.144 54.591 -0.73
H 3.055 -6.065 54.178 0.43
H 2.385 -4.705 54.092 0.35
O 5.335 -11.657 56.091 -0.60
H 4.908 -11.001 56.737 0.32
H 5.552 -12.387 56.579 0.28
O 5.920 -8.950 54.172 -0.66
H 6.012 -9.786 53.593 0.34
H 6.311 -9.137 54.950 0.28
O 4.269 -6.984 59.437 -0.55
H 4.119 -7.380 58.678 0.31
H 5.036 -7.246 59.630 0.29
O 2.766 -10.404 55.942 -0.65
H 3.186 -11.169 55.866 0.27
H 2.032 -10.455 56.750 0.34
O 2.837 -9.108 59.890 -0.65
H 3.246 -8.253 59.710 0.40
H 2.334 -9.490 59.174 0.25
O -0.207 -6.342 56.655 -0.69
H -0.365 -6.859 55.880 0.34
H 0.812 -6.388 56.873 0.39
O 4.061 -8.145 56.846 -0.15
H 3.286 -7.669 56.689 -0.03
H 3.913 -8.884 56.421 0.37
O 5.336 -4.969 57.144 -0.64
H 4.489 -5.385 57.233 0.38
H 5.581 -4.668 56.333 0.29
O 2.402 -5.932 56.997 -0.84
H 2.073 -5.094 57.412 0.45
H 2.443 -5.397 56.201 0.26

(8)
39
Properties=species:S:1:pos:R:3:mulliken_charge:R:1 method="wB97M-V/def2-TZVPD" relative_energy_kj_mol=147.5 orbital_gap_ev=10.34 max_force_ev_per_a=0.54 multiplicity=1
O 2.241 0.033 3.803 -0.64
H 1.464 0.512 4.119 0.34
H 2.243 0.187 2.854 0.29
O -0.806 3.186 1.418 -0.64
H -0.889 2.260 1.670 0.36
H -0.606 3.642 2.241 0.29
O -1.498 -0.518 -2.923 -0.60
H -1.864 -0.368 -3.800 0.28
H -2.227 -0.280 -2.314 0.30
O 0.221 2.267 -3.216 -0.59
H -0.438 1.746 -2.745 0.29
H -0.114 3.169 -3.198 0.30
O -0.278 -1.495 2.284 -0.58
H -0.389 -1.918 3.142 0.28
H 0.159 -2.168 1.726 0.25
O 1.130 -3.066 0.523 -0.67
H 2.013 -3.397 0.714 0.29
H 1.214 -2.626 -0.343 0.32
O 0.127 0.482 0.318 -0.29
H -0.624 0.053 -0.106 0.26
H 0.360 -0.112 1.044 0.21
O -0.712 0.940 3.734 -0.62
H -1.575 0.968 4.159 0.32
H -0.760 0.171 3.143 0.34
O 2.524 -0.073 -2.486 -0.57
H 3.373 0.377 -2.439 0.28
H 2.356 -0.382 -1.590 0.29
O 0.755 -2.382 -2.279 -0.64
H 0.082 -1.693 -2.396 0.33
H 1.403 -2.179 -2.964 0.30
O 2.033 2.606 0.245 -0.63
H 2.813 2.061 0.375 0.25
H 1.280 2.007 0.376 0.41
O -3.221 0.614 -1.171 -0.59
H -4.144 0.577 -0.904 0.27
H -2.890 1.451 -0.823 0.30
O -1.883 -2.344 -0.517 -0.66
H -0.971 -2.647 -0.474 0.31
H -1.903 -1.661 -1.199 0.25

(9)
39
Properties=species:S:1:pos:R:3:mulliken_charge:R:1 method="wB97M-V/def2-TZVPD" relative_energy_kj_mol=180.8 orbital_gap_ev=10.06 max_force_ev_per_a=2.14 multiplicity=1
O -2.644 2.036 -2.551 -0.64
H -2.387 1.947 -1.622 0.33
H -3.054 1.205 -2.780 0.30
O -1.071 1.321 2.590 -0.69
H -0.942 0.998 3.514 0.30
H -0.666 0.651 2.054 0.48
O 1.436 2.498 2.130 -0.63
H 0.497 2.335 2.048 0.38
H 1.459 3.143 2.850 0.26
O 0.290 -3.503 -1.836 -0.60
H 0.439 -4.277 -1.329 0.27
H 0.341 -2.854 -1.138 0.33
O 2.214 -0.600 1.317 -0.65
H 1.982 -1.513 1.321 0.33
H 1.877 -0.409 2.182 0.34
O -0.269 -0.225 0.390 -0.51
H 0.665 -0.452 0.404 0.47
H -0.336 0.700 0.103 -0.03
O -0.553 -2.211 2.672 -0.63
H -0.309 -1.792 1.867 0.23
H -0.576 -1.493 3.301 0.31
O 2.144 -0.943 -1.452 -0.57
H 2.701 -1.338 -0.754 0.29
H 2.230 0.000 -1.311 0.28
O -1.322 -0.825 -2.139 -0.54
H -0.829 -0.762 -1.306 0.33
H -0.817 -1.491 -2.587 0.34
O -2.624 1.738 0.225 -0.55
H -3.247 2.469 0.267 0.28
H -2.411 1.560 1.132 0.24
O 0.045 2.362 -0.529 -0.41
H 0.949 2.555 -0.656 0.21
H -0.357 3.085 -1.016 0.23
O 0.338 1.641 -3.390 -0.67
H -0.471 1.849 -3.861 0.32
H 0.051 1.174 -2.617 0.36
O 1.592 -3.198 0.903 -0.62
H 1.190 -4.020 1.130 0.26
H 2.445 -3.360 0.472 0.27

(10)
39
Properties=species:S:1:pos:R:3:mulliken_charge:R:1 method="wB97M-V/def2-TZVPD" relative_energy_kj_mol=353.6 orbital_gap_ev=10.37 max_force_ev_per_a=0.88 multiplicity=1
H 0.119 -0.031 0.098 0.26
H 0.400 -0.577 -1.292 0.33
H -2.722 -3.253 -0.751 0.29
H -1.742 -2.204 -0.251 0.30
H -0.339 0.286 3.903 0.22
H 0.270 0.717 5.227 0.33
H 1.812 -1.379 -3.668 0.28
H 1.348 -0.035 -3.130 0.29
H 1.173 2.727 3.765 0.28
H 1.746 3.556 2.627 0.33
H 4.665 -3.005 -1.015 0.32
H 4.518 -1.591 -1.553 0.32
H -1.684 -3.303 -4.056 0.30
H -1.368 -3.908 -5.414 0.31
H -0.866 -4.369 -0.231 0.27
H -1.491 -4.672 1.121 0.34
H -2.205 -0.487 3.701 0.30
H -3.330 -0.974 4.599 0.31
H -0.361 2.202 -2.979 0.26
H -1.666 1.424 -2.918 0.27
H 3.730 3.672 -1.438 0.30
H 3.567 3.177 -0.010 0.30
H -1.555 3.734 -0.720 0.31
H -0.281 4.427 -1.176 0.31
H -2.691 2.830 2.573 0.31
H -1.411 2.072 2.884 0.29
O 0.565 0.187 -0.728 -0.57
O -2.584 -2.299 -0.710 -0.59
O 0.119 -0.060 4.677 -0.55
O 1.156 -0.978 -3.086 -0.63
O 1.797 2.682 3.031 -0.61
O 4.787 -2.479 -1.814 -0.64
O -1.182 -3.140 -4.862 -0.61
O -0.734 -4.893 0.567 -0.63
O -2.600 -1.291 4.055 -0.60
O -0.714 1.321 -2.809 -0.51
O 3.079 3.300 -0.832 -0.60
O -0.984 4.485 -0.520 -0.62
O -2.340 2.130 3.134 -0.59

(11)
39
Properties=species:S:1:pos:R:3:mulliken_charge:R:1 method="wB97M-V/def2-TZVPD" relative_energy_kj_mol=3735.6 orbital_gap_ev=7.07 max_force_ev_per_a=19.19 multiplicity=1
O -1.202 1.472 1.857 -0.71
H -1.224 0.654 1.360 0.71
H -2.114 1.761 1.884 0.34
O 1.402 0.570 -1.350 -0.79
H 1.838 1.209 -1.914 0.48
H 1.186 -0.157 -1.934 0.53
O -0.015 -0.606 -2.231 -0.72
H -0.291 -0.538 -3.145 0.19
H -0.829 -0.721 -1.742 1.34
O 2.419 1.726 1.048 -0.71
H 1.909 0.948 1.274 0.28
H 3.286 1.387 0.824 0.26
O 0.865 2.081 0.028 -1.05
H 1.193 1.531 -0.683 0.24
H 1.632 2.250 0.575 0.69
O -0.585 -1.020 2.080 -0.90
H 0.075 -1.711 2.138 0.42
H -0.407 -0.588 1.244 -1.24
O -0.610 -2.188 -0.518 -0.54
H -0.994 -1.515 -1.080 0.08
H -0.483 -2.940 -1.096 0.29
O -0.147 -0.343 0.243 -1.39
H 0.726 -0.007 0.447 0.83
H -0.230 -0.233 -0.705 -2.47
O -0.408 1.517 -1.598 -0.85
H 0.256 0.830 -1.655 0.58
H -0.265 1.917 -0.740 0.54
O -1.886 0.431 0.563 -0.63
H -2.629 -0.173 0.548 0.31
H -1.150 -0.086 0.235 3.33
O 0.788 -2.355 0.825 -1.03
H 1.429 -1.888 0.290 0.29
H -0.046 -2.216 0.375 0.61
O -1.745 -0.752 -1.406 -0.35
H -2.209 0.008 -1.056 0.49
H -2.432 -1.399 -1.569 0.38
O 1.120 0.561 1.883 -0.59
H 1.480 -0.175 2.378 0.26
H 0.294 0.763 2.321 0.53

(12)
39
Properties=species:S:1:pos:R:3:mulliken_charge:R:1 method="wB97M-V/def2-TZVPD" relative_energy_kj_mol=750.9 orbital_gap_ev=8.81 max_force_ev_per_a=9.37 multiplicity=1
H -0.220 -0.026 0.193 0.23
H -0.874 -0.369 -0.989 0.25
H 5.240 -1.573 -1.064 0.31
H 4.009 -0.828 -1.065 0.29
H -1.504 4.108 0.353 0.36
H -0.951 3.014 1.331 0.30
H 2.250 -0.703 2.659 0.26
H 1.521 -0.563 1.364 0.30
H 2.721 -4.017 -0.461 0.31
H 1.567 -3.049 -0.089 0.32
H -2.504 3.682 2.529 0.34
H -2.370 2.245 3.041 0.30
H -2.378 -2.355 -2.334 0.31
H -3.669 -1.844 -2.306 0.28
H -0.789 -3.606 0.984 0.30
H -1.830 -2.611 1.455 0.27
H -1.376 -0.988 -4.018 0.32
H -0.408 -1.318 -5.172 0.29
H 0.504 3.769 -0.935 0.32
H -0.246 5.037 -1.486 0.30
H -1.770 3.451 -1.521 0.42
H -3.104 3.330 -2.243 0.30
H -1.317 0.521 3.121 0.27
H -0.869 -0.245 4.423 0.30
H 3.745 -2.278 0.521 0.37
H 4.208 -1.485 1.797 0.19
O -0.016 -0.478 -0.625 -0.51
O 4.298 -1.654 -0.912 -0.61
O -1.322 3.153 0.528 -0.68
O 1.595 -1.155 2.094 -0.57
O 2.038 -3.804 0.182 -0.66
O -1.803 2.957 2.723 -0.64
O -3.025 -2.004 -1.665 -0.59
O -1.312 -2.765 0.683 -0.55
O -0.998 -1.711 -4.564 -0.62
O -0.092 4.478 -0.686 -0.64
O -2.230 3.754 -2.268 -0.66
O -1.127 -0.383 3.509 -0.56
O 4.411 -1.689 0.914 -0.53